Entry 1:
Formula: C3H8FN3
Source: the OMol25 dataset
Level of theory: the ωB97M-V functional and the def2-TZVPD basis

Each line ends with the natural charge from an NBO analysis.
Atoms and positions in Å:
C  1.2307  -1.5432  0.4990  0.7462
C  -0.9262  1.8850  0.3455  0.6750
C  -0.1542  -1.5005  -1.5265  -0.4931
N  -1.4920  3.0331  0.3767  -0.6276
N  2.0070  -1.8327  1.4737  -0.7412
N  0.3061  -1.4027  -0.2461  -0.2647
F  -0.2758  1.4400  -0.7171  -0.2358
H  -0.9791  1.1848  1.2017  0.2295
H  0.5869  -1.7142  -2.2859  0.2613
H  -0.6074  -0.6205  -2.0136  0.2589
H  -0.8480  -2.3383  -1.6061  0.2860
H  -1.8828  3.4998  1.1335  0.4727
H  -1.3805  3.6947  -0.4865  0.4862
H  2.6014  -1.1104  1.8603  0.4694
H  1.8138  -2.6749  1.9913  0.4771

LUMO energy = -8.9 eV
frontier orbital gap = 10.4 eV
energy relative to the best compared isomer or geometry (same formula, charge and spin) = 0.5400 eV
charge = +2

Entry 2:
Formula: C3H8FOP
Source: the OMol25 dataset
Level of theory: the ωB97M-V functional and the def2-TZVPD basis

Each line ends with the natural charge from an NBO analysis.
Atoms and positions in Å:
C  1.9990  -0.6834  -1.0400  -1.1989
C  -1.8708  -0.8486  -0.0248  -0.2487
C  0.4523  1.3193  0.6408  -1.0467
O  -0.6516  -0.7358  -0.6983  -0.8065
F  0.4468  -1.1521  1.5183  -0.6316
P  0.7577  -0.3178  -0.0361  2.0525
H  1.7314  -1.4095  -1.7780  0.2618
H  2.9810  -0.6741  -0.7019  0.2476
H  -2.5563  -1.4606  -0.5682  0.1971
H  -2.3232  0.1085  0.1039  0.1668
H  -1.6564  -1.3098  1.0455  0.2059
H  -0.6071  1.6168  0.5202  0.2639
H  0.7138  1.0190  1.6738  0.2685
H  1.1585  2.1699  0.2586  0.2682

LUMO energy = 0.8 eV
frontier orbital gap = 9.3 eV
energy relative to the best compared isomer or geometry (same formula, charge and spin) = 1.0307 eV
SMILES = C=[P@](C)(F)OC

Entry 3:
Formula: C3H8IN2
Source: the OMol25 dataset
Level of theory: the ωB97M-V functional and the def2-TZVPD basis

Each line ends with the natural charge from an NBO analysis.
Atoms and positions in Å:
C  0.2716  -1.6356  0.0956  -0.2068
C  0.0762  -0.2718  0.6177  -0.1543
C  -0.8005  0.6979  -0.1023  0.0005
N  -0.6398  2.0143  0.1640  -0.8271
N  1.3397  -0.6475  -0.0410  -0.5274
I  -2.8489  0.0546  -0.0752  0.2531
H  0.4505  -2.4563  0.7759  0.2592
H  -0.2251  -1.9092  -0.8276  0.2717
H  0.1399  -0.1122  1.6903  0.2719
H  -0.3817  0.2199  -1.8423  -0.0819
H  0.2856  2.4071  0.2559  0.4013
H  -1.3229  2.6501  -0.2192  0.4223
H  2.2012  -0.7473  0.4979  0.4520
H  1.4541  -0.2642  -0.9897  0.4655

LUMO energy = -3.8 eV
frontier orbital gap = 8.9 eV
energy relative to the best compared isomer or geometry (same formula, charge and spin) = 3.0531 eV
charge = +1

Entry 4:
Formula: C3H8IN2O
Source: the OMol25 dataset
Level of theory: the ωB97M-V functional and the def2-TZVPD basis

Each line ends with the natural charge from an NBO analysis.
Atoms and positions in Å:
C  0.8406  -0.0518  -0.2954  0.5131
C  -0.8238  1.6874  -0.8784  -0.4298
C  -1.1668  -1.4575  0.8051  -0.2883
N  -0.3368  0.3777  -0.3265  -0.0343
N  2.0254  0.4303  -0.5766  -0.7680
O  -1.4358  -0.3322  0.1569  -0.2939
I  2.2695  -2.0852  2.3134  0.0096
H  -0.1339  2.4602  -0.8025  0.2380
H  -1.2239  1.5766  -1.9225  0.2546
H  -1.6617  1.8814  -0.2678  0.2508
H  -1.9970  -1.5044  1.5414  0.2412
H  -0.1688  -1.3742  1.3374  0.1842
H  -1.2461  -2.3032  0.0980  0.2061
H  2.6086  0.9246  0.1054  0.4626
H  2.4504  -0.2298  -1.2879  0.4541

LUMO energy (alpha / beta) = -5.7 / -6.6 eV
frontier orbital gap (alpha / beta) = 7.9 / 6.7 eV
energy relative to the best compared isomer or geometry (same formula, charge and spin) = 5.4494 eV
charge = +1

Entry 5:
Formula: C3H8IN3
Source: the OMol25 dataset
Level of theory: the ωB97M-V functional and the def2-TZVPD basis

Each line ends with the natural charge from an NBO analysis.
Atoms and positions in Å:
C  -0.4171  0.9126  1.2526  -0.6737
C  -1.7102  -0.2690  -0.5086  -0.7070
C  -0.6004  0.7666  -0.1908  0.3411
N  1.6552  -1.8738  -0.3848  -0.2740
N  1.9221  -0.8267  0.1262  -0.1270
N  0.1704  1.3009  -1.0440  -0.6424
I  3.8878  0.0164  0.3845  0.0716
H  0.0432  -0.0676  1.5555  0.2366
H  -1.3686  1.0334  1.8300  0.2162
H  0.1973  1.6944  1.4560  0.2281
H  -1.9258  -0.7484  0.4784  0.2239
H  -1.5844  -0.9095  -1.4357  0.2279
H  -2.4423  0.4326  -0.8192  0.2292
H  2.3459  -2.4928  -0.7306  0.3266
H  -0.1732  1.0308  -1.9696  0.3228

LUMO energy (alpha / beta) = -0.4 / -0.4 eV
frontier orbital gap (alpha / beta) = 8.7 / 8.7 eV
energy relative to the best compared isomer or geometry (same formula, charge and spin) = 0.6924 eV
SMILES = [H]/N=N\I.CC(C)=N

Entry 6:
Formula: C3H8IPS
Source: the OMol25 dataset
Level of theory: the ωB97M-V functional and the def2-TZVPD basis

Each line ends with the natural charge from an NBO analysis.
Atoms and positions in Å:
C  1.6951  0.1795  -0.2688  -0.6077
C  0.4168  0.0527  0.5885  -0.4165
C  -0.5786  -0.7104  -0.2564  -0.6385
P  -2.2044  -1.0959  0.7755  0.5040
S  -3.5134  -1.2767  -0.7793  -0.2310
I  -5.8597  0.3591  0.0872  -0.0933
H  2.4588  0.8805  0.1066  0.2188
H  1.9852  -0.8378  -0.5254  0.2049
H  1.5412  0.5587  -1.2280  0.2005
H  0.7931  -0.4662  1.4619  0.1997
H  -0.0559  0.9714  0.9555  0.2086
H  -0.8821  -0.0621  -1.0598  0.2273
H  -0.1394  -1.4609  -0.8171  0.2183
H  -1.8983  -2.3660  1.3134  0.0049

LUMO energy (alpha / beta) = 0.8 / -3.3 eV
2S+1 = 3
frontier orbital gap (alpha / beta) = 9.2 / 5.7 eV

no.,electronic energy (eV)
1,-10409.2160
2,-17293.7110
3,-14311.3854
4,-16356.7362
5,-15808.7539
6,-31463.1678